# 1
Molecular formula: C41H79N4O6S
Method: DFT, wB97M-V/def2-TZVPD

As for the multiplicity: 4. Its HOMO energy (alpha / beta) is -7.980 / -8.622 eV. Its total charge is 0. The LUMO energy (alpha / beta) comes out at 0.02476 / 0.00929 Eh.

Each line ends with the Mulliken charge.
Element x y z (Å)
1 C -0.575 6.562 -0.250  -1.338
2 C 0.778 6.400 -0.888  1.011
3 N 1.780 6.910 -0.301  -0.753
4 C 0.813 5.657 -2.206  -2.029
5 C 2.000 4.733 -2.422  1.310
6 C 2.184 3.617 -1.420  0.427
7 C 0.974 2.676 -1.297  -0.944
8 C 0.302 2.781 0.079  -0.847
9 S 1.202 1.886 1.368  -0.174
10 O 1.619 4.037 -3.674  -0.279
11 C 2.730 3.944 -4.441  0.539
12 O 3.061 2.966 -5.088  -0.552
13 O 3.385 5.132 -4.329  -0.459
14 C 3.296 5.478 -2.919  -0.521
15 C 4.646 5.125 -2.316  -0.899
16 C 4.806 5.319 -0.802  -0.692
17 C 5.835 4.396 -0.130  0.460
18 C 5.206 3.107 0.378  -1.415
19 C 7.023 4.038 -1.038  -1.626
20 H -0.659 7.590 0.082  0.443
21 H -1.374 6.368 -0.952  0.330
22 H -0.655 5.927 0.623  0.267
23 H 2.631 6.752 -0.837  0.269
24 H 0.781 6.337 -3.052  0.493
25 H -0.091 5.063 -2.278  0.321
26 H 2.328 4.062 -0.440  0.303
27 H 3.060 3.035 -1.668  0.140
28 H 1.316 1.654 -1.393  0.286
29 H 0.218 2.867 -2.051  0.564
30 H -0.681 2.333 0.023  0.364
31 H 0.185 3.829 0.330  0.040
32 H 2.212 2.723 1.632  0.026
33 H 3.129 6.548 -2.943  0.724
34 H 4.922 4.132 -2.656  0.491
35 H 5.346 5.800 -2.792  0.539
36 H 3.870 5.241 -0.265  0.245
37 H 5.151 6.338 -0.646  0.364
38 H 6.237 4.917 0.732  0.449
39 H 4.710 2.568 -0.421  0.179
40 H 4.482 3.294 1.164  0.259
41 H 5.983 2.461 0.775  0.536
42 H 7.926 3.930 -0.449  0.427
43 H 7.208 4.762 -1.821  0.350
44 H 6.850 3.065 -1.488  0.381
45 C 0.653 1.571 7.391  -1.858
46 C 0.930 0.948 5.991  2.124
47 C 0.483 -0.511 5.847  -1.492
48 C 1.341 -1.547 6.570  -0.452
49 C 2.801 -1.362 6.152  -1.287
50 C 3.280 0.067 6.400  1.718
51 N 2.393 1.043 5.692  0.396
52 O 2.624 1.021 4.424  -0.512
53 C 3.341 0.306 7.919  -1.876
54 C 4.712 0.243 5.911  -1.917
55 C 0.078 1.751 5.010  -1.849
56 H 1.542 2.039 7.802  0.352
57 H -0.072 2.381 7.324  0.504
58 H 0.274 0.846 8.113  0.341
59 H 0.527 -0.758 4.782  0.416
60 H -0.567 -0.600 6.134  0.388
61 H 1.219 -1.469 7.654  0.278
62 H 1.006 -2.550 6.299  0.411
63 H 3.445 -2.052 6.701  0.396
64 H 2.902 -1.615 5.093  0.361
65 H 3.691 1.313 8.148  0.377
66 H 4.042 -0.402 8.362  0.430
67 H 2.398 0.153 8.434  0.381
68 H 4.806 0.041 4.847  0.378
69 H 5.363 -0.445 6.449  0.415
70 H 5.068 1.257 6.096  0.439
71 H 0.373 2.801 4.965  0.472
72 H -0.949 1.707 5.371  0.498
73 H 0.090 1.339 4.004  0.199
74 C -0.707 0.527 -5.170  -1.914
75 C 0.022 -0.537 -4.299  2.117
76 C 0.048 -1.943 -4.908  -1.634
77 C -1.273 -2.710 -4.871  -0.604
78 C -1.799 -2.729 -3.432  -0.240
79 C -1.933 -1.314 -2.873  1.473
80 N -0.625 -0.594 -2.952  0.951
81 O 0.196 -1.020 -2.055  -0.663
82 C -3.054 -0.594 -3.645  -1.882
83 C -2.425 -1.351 -1.433  -1.738
84 C 1.472 -0.067 -4.224  -1.844
85 H -1.447 1.073 -4.594  0.349
86 H -0.014 1.294 -5.515  0.497
87 H -1.193 0.099 -6.049  0.321
88 H 0.763 -2.533 -4.326  0.469
89 H 0.451 -1.894 -5.922  0.401
90 H -2.000 -2.272 -5.561  0.281
91 H -1.108 -3.734 -5.214  0.450
92 H -2.773 -3.219 -3.389  -0.551
93 H -1.127 -3.327 -2.810  0.421
94 H -3.201 0.421 -3.274  0.345
95 H -3.986 -1.141 -3.505  0.304
96 H -2.896 -0.539 -4.718  0.406
97 H -1.749 -1.895 -0.778  0.395
98 H -3.394 -1.845 -1.399  0.292
99 H -2.545 -0.342 -1.032  0.386
100 H 1.568 0.899 -3.729  0.187
101 H 1.830 0.056 -5.244  0.562
102 H 2.130 -0.786 -3.736  0.398
103 C -7.237 -5.091 -1.058  -1.855
104 C -5.813 -5.205 -1.674  2.192
105 C -5.522 -6.551 -2.348  -1.495
106 C -5.296 -7.732 -1.409  -0.448
107 C -4.207 -7.361 -0.400  -1.237
108 C -4.549 -6.076 0.353  1.670
109 N -4.791 -4.956 -0.610  0.294
110 O -3.683 -4.546 -1.125  -0.359
111 C -5.759 -6.350 1.264  -1.832
112 C -3.416 -5.691 1.295  -1.966
113 C -5.760 -4.153 -2.782  -2.039
114 H -7.198 -4.751 -0.027  0.360
115 H -7.829 -4.333 -1.569  0.504
116 H -7.795 -6.028 -1.097  0.340
117 H -4.599 -6.431 -2.924  0.380
118 H -6.306 -6.770 -3.077  0.369
119 H -6.225 -8.021 -0.912  0.282
120 H -4.979 -8.601 -1.988  0.413
121 H -4.066 -8.166 0.323  0.410
122 H -3.257 -7.245 -0.930  0.325
123 H -6.034 -5.463 1.833  0.384
124 H -5.497 -7.136 1.973  0.423
125 H -6.642 -6.702 0.741  0.383
126 H -2.482 -5.525 0.763  0.352
127 H -3.261 -6.492 2.016  0.430
128 H -3.657 -4.782 1.847  0.440
129 H -5.870 -3.137 -2.398  0.526
130 H -6.597 -4.348 -3.451  0.566
131 H -4.849 -4.213 -3.377  0.219


# 2
Molecular formula: C41H81ClN3O12P
Method: DFT, wB97M-V/def2-TZVPD

Its HOMO energy is -8.792 eV. Its total charge is 0. Its structure (SMILES) is C#CC[C@]1(CCCOC(C)=O)[C@](CCN(CC)C(C)=O)(CC(=O)N(C)C)NC(=O)[C@@]1(OC[C@H](C)O)P(O)Cl.CCOCC.CCOCC.CCOCC.CCOCC. The LUMO energy comes out at 0.00098 Eh.

Each line ends with the Mulliken charge.
Element x y z (Å)
1 C 1.064 -2.162 2.773  -1.001
2 C 0.477 -1.316 1.785  -0.447
3 C 0.034 -0.355 0.535  0.213
4 C -0.682 -1.188 -0.727  0.286
5 C -1.147 0.109 -1.669  -0.039
6 C 0.087 0.801 -2.494  1.348
7 C -0.532 1.180 -4.002  -0.576
8 O -1.713 2.063 -3.927  -0.176
9 C -2.191 2.144 -5.333  0.625
10 C -1.442 3.063 -6.497  -0.784
11 O -3.261 1.418 -5.734  -0.547
12 C -1.911 -2.191 -0.251  1.046
13 C -3.072 -2.594 -1.387  -0.447
14 C -3.269 -4.208 -1.570  -0.242
15 N -4.331 -4.641 -2.545  0.106
16 C -5.196 -3.517 -3.055  0.104
17 C -6.453 -4.121 -3.977  -0.945
18 C -3.775 -5.346 -3.764  0.503
19 C -3.934 -6.966 -4.082  -1.079
20 O -3.136 -4.618 -4.700  -0.506
21 C -2.827 -1.784 1.046  -1.244
22 C -3.403 -0.251 1.046  0.097
23 O -3.071 0.543 2.102  -0.746
24 N -4.305 0.382 0.009  0.385
25 C -5.749 0.270 0.539  -1.011
26 C -4.085 1.873 -0.133  -0.525
27 N -1.309 -3.530 0.220  -0.153
28 C -0.053 -3.657 -0.616  -0.197
29 O 0.506 -4.865 -0.517  -0.640
30 C 0.358 -2.295 -1.430  0.221
31 O 1.725 -1.846 -1.134  0.204
32 C 2.748 -2.808 -1.561  -0.368
33 C 4.033 -1.915 -2.107  0.001
34 C 4.010 -0.378 -1.449  -0.590
35 O 4.028 -1.719 -3.567  -0.540
36 P -0.123 -2.598 -3.294  0.388
37 O 1.099 -1.909 -4.359  -0.474
38 Cl -0.012 -4.715 -3.741  -0.250
39 H 1.566 -2.696 3.715  0.264
40 H 0.971 0.284 0.165  0.477
41 H -0.709 0.460 0.993  0.355
42 H -1.579 0.953 -0.944  -0.760
43 H -2.009 -0.143 -2.416  0.214
44 H 0.501 1.778 -1.970  -0.444
45 H 1.004 0.107 -2.705  -0.499
46 H 0.326 1.565 -4.698  0.183
47 H -0.930 0.151 -4.455  0.323
48 H -1.772 2.692 -7.582  0.294
49 H -0.283 2.977 -6.361  0.244
50 H -1.789 4.189 -6.356  0.280
51 H -2.847 -2.150 -2.446  0.021
52 H -4.056 -2.048 -0.988  0.062
53 H -3.575 -4.669 -0.512  0.052
54 H -2.263 -4.752 -1.914  0.200
55 H -4.625 -2.708 -3.703  0.148
56 H -5.732 -3.039 -2.104  0.072
57 H -6.242 -3.816 -5.090  0.250
58 H -7.483 -3.647 -3.602  0.324
59 H -6.572 -5.284 -3.839  0.248
60 H -4.295 -7.030 -5.218  0.317
61 H -2.924 -7.559 -4.031  0.274
62 H -4.811 -7.459 -3.457  0.271
63 H -3.782 -2.497 1.128  0.382
64 H -2.261 -1.932 2.086  0.178
65 H -6.200 -0.803 0.419  0.194
66 H -6.409 1.011 -0.104  0.390
67 H -5.729 0.676 1.640  0.405
68 H -2.991 2.234 0.115  0.055
69 H -4.893 2.528 0.445  0.341
70 H -4.251 2.139 -1.284  0.280
71 H -1.209 -3.649 1.252  0.444
72 H 2.386 -3.631 -2.308  0.258
73 H 3.151 -3.379 -0.595  0.285
74 H 5.051 -2.384 -1.768  0.388
75 H 3.773 -0.377 -0.300  0.241
76 H 5.077 0.141 -1.559  0.320
77 H 3.245 0.334 -1.976  -0.147
78 H 4.662 -2.356 -4.010  0.320
79 H 1.773 -2.663 -4.501  0.386
80 C 4.317 3.074 -4.509  -1.106
81 C 4.658 3.385 -3.061  0.262
82 O 5.925 2.877 -2.654  -0.396
83 C 7.064 3.373 -3.352  -0.370
84 C 7.250 4.875 -3.220  -1.022
85 H 4.397 1.999 -4.702  0.274
86 H 3.298 3.399 -4.740  0.341
87 H 4.995 3.582 -5.200  0.358
88 H 3.911 2.909 -2.417  -0.209
89 H 4.597 4.460 -2.862  0.291
90 H 7.028 3.069 -4.403  0.312
91 H 7.937 2.874 -2.916  0.349
92 H 6.435 5.423 -3.702  0.249
93 H 8.187 5.186 -3.691  0.391
94 H 7.265 5.172 -2.167  0.281
95 C -3.100 0.683 8.092  -1.039
96 C -3.200 -0.618 7.313  -0.257
97 O -3.633 -0.443 5.967  -0.437
98 C -2.801 0.355 5.129  0.086
99 C -1.399 -0.203 4.958  -0.805
100 H -4.046 1.234 8.046  0.282
101 H -2.860 0.482 9.141  0.399
102 H -2.322 1.335 7.689  0.258
103 H -3.944 -1.259 7.798  0.352
104 H -2.254 -1.169 7.340  0.233
105 H -2.774 1.388 5.493  0.253
106 H -3.287 0.385 4.148  -0.139
107 H -0.845 -0.191 5.901  0.383
108 H -0.837 0.392 4.233  0.292
109 H -1.436 -1.241 4.613  0.237
110 C 2.283 7.298 0.560  -1.081
111 C 1.576 7.052 -0.763  -0.303
112 O 1.868 5.780 -1.335  -0.443
113 C 1.496 4.637 -0.569  0.159
114 C 0.004 4.546 -0.301  -0.986
115 H 3.362 7.146 0.455  0.277
116 H 2.102 8.322 0.904  0.404
117 H 1.930 6.616 1.337  0.269
118 H 1.916 7.802 -1.485  0.360
119 H 0.494 7.186 -0.665  0.309
120 H 2.069 4.601 0.363  0.321
121 H 1.799 3.761 -1.153  -0.268
122 H -0.339 5.366 0.339  0.493
123 H -0.237 3.606 0.203  0.159
124 H -0.562 4.603 -1.235  0.327
125 C 2.562 -1.377 9.080  -1.177
126 C 2.140 -1.803 7.683  -0.078
127 O 2.710 -1.005 6.649  -0.389
128 C 4.132 -1.005 6.556  -0.308
129 C 4.722 -2.377 6.280  -0.991
130 H 2.355 -0.313 9.237  0.300
131 H 2.021 -1.957 9.835  0.402
132 H 3.631 -1.530 9.242  0.279
133 H 1.054 -1.693 7.598  0.159
134 H 2.358 -2.862 7.510  0.309
135 H 4.572 -0.557 7.453  0.297
136 H 4.387 -0.342 5.722  0.328
137 H 4.553 -3.061 7.117  0.276
138 H 5.802 -2.303 6.122  0.391
139 H 4.263 -2.825 5.394  0.209


# 3
Molecular formula: C41H82Cl2O23
Method: DFT, wB97M-V/def2-TZVPD

Its HOMO energy is -9.802 eV. Its total charge is 0. Its structure (SMILES) is CCOC(=O)OC.CCOC(=O)OC.CCOC(=O)OC.CCOC(C)=O.CCOC(C)=O.CCOC(C)=O.CCOC(C)=O.CCOC(C)=O.CCOC(C)=O.CCOC(C)=O.ClCCl. The LUMO energy comes out at 0.00595 Eh.

Each line ends with the Mulliken charge.
Element x y z (Å)
1 C 3.077 10.049 -0.495  -0.229
2 Cl 3.973 8.710 -1.326  -0.156
3 Cl 4.183 11.339 -0.049  -0.137
4 H 2.239 10.446 -1.067  0.274
5 H 2.622 9.626 0.400  0.247
6 C 3.829 -3.106 -4.795  -1.153
7 C 4.362 -2.879 -6.227  -0.138
8 O 3.429 -3.073 -7.289  -0.320
9 C 2.682 -2.065 -7.610  0.734
10 O 2.606 -0.988 -7.156  -0.506
11 O 1.864 -2.466 -8.639  -0.354
12 C 0.953 -1.581 -9.241  -0.633
13 H 2.936 -3.730 -4.797  0.318
14 H 3.334 -2.220 -4.397  0.297
15 H 4.526 -3.431 -4.023  0.359
16 H 5.176 -3.599 -6.313  0.314
17 H 4.850 -1.906 -6.276  0.287
18 H 0.167 -1.430 -8.500  0.293
19 H 0.466 -2.159 -10.027  0.219
20 H 1.468 -0.716 -9.657  0.283
21 C -0.715 -2.504 11.118  -1.164
22 C -1.289 -3.045 9.808  -0.227
23 O -2.670 -3.446 9.992  -0.279
24 C -3.216 -4.233 8.963  0.740
25 O -2.592 -4.381 7.907  -0.561
26 O -4.457 -4.577 9.328  -0.293
27 C -5.230 -5.347 8.461  -0.640
28 H -0.790 -3.290 11.871  0.284
29 H -1.246 -1.626 11.485  0.332
30 H 0.317 -2.281 10.849  0.359
31 H -0.626 -3.902 9.684  0.281
32 H -1.245 -2.421 8.915  0.347
33 H -6.277 -5.062 8.562  0.227
34 H -5.196 -6.396 8.757  0.259
35 H -4.931 -5.145 7.433  0.335
36 C 13.770 -3.880 6.709  -1.062
37 C 12.550 -4.730 6.612  -0.248
38 O 11.881 -4.460 5.365  -0.313
39 C 10.806 -3.667 5.236  0.781
40 O 10.102 -3.135 6.158  -0.626
41 O 10.749 -3.349 3.982  -0.300
42 C 9.737 -2.475 3.475  -0.680
43 H 13.620 -2.804 6.791  0.301
44 H 14.492 -4.045 5.910  0.301
45 H 14.219 -4.113 7.674  0.356
46 H 11.788 -4.509 7.359  0.316
47 H 12.739 -5.798 6.719  0.299
48 H 9.497 -2.602 2.420  0.254
49 H 10.264 -1.542 3.674  0.292
50 H 8.809 -2.297 4.018  0.328
51 O -2.301 8.553 -6.235  -0.582
52 C -1.970 9.336 -7.172  0.711
53 O -0.780 9.305 -7.860  -0.338
54 C 0.279 8.437 -7.375  -0.183
55 C -0.065 6.963 -7.682  -1.018
56 C -2.957 10.329 -7.751  -0.963
57 H 0.363 8.622 -6.305  0.299
58 H 1.168 8.688 -7.954  0.271
59 H 0.112 6.775 -8.741  0.280
60 H -1.108 6.744 -7.454  0.309
61 H 0.485 6.209 -7.119  0.338
62 H -3.988 10.064 -7.513  0.308
63 H -2.778 10.379 -8.825  0.308
64 H -2.751 11.309 -7.320  0.262
65 O -11.191 2.334 -2.702  -0.601
66 C -10.454 3.368 -2.728  0.686
67 O -9.198 3.437 -3.091  -0.263
68 C -8.512 2.223 -3.433  -0.021
69 C -7.070 2.523 -3.847  -1.224
70 C -11.042 4.757 -2.370  -0.938
71 H -8.889 1.672 -4.294  0.273
72 H -8.496 1.586 -2.549  0.225
73 H -7.143 3.206 -4.694  0.316
74 H -6.378 1.714 -4.080  0.377
75 H -6.467 3.062 -3.116  0.290
76 H -11.554 5.003 -3.301  0.269
77 H -10.287 5.531 -2.235  0.302
78 H -11.803 4.711 -1.590  0.309
79 O 2.412 0.175 1.225  -0.574
80 C 1.263 0.117 0.840  0.673
81 O 0.725 0.685 -0.218  -0.297
82 C 1.321 1.740 -0.994  -0.185
83 C 0.264 2.770 -1.331  -1.057
84 C 0.294 -0.613 1.794  -0.839
85 H 1.765 1.381 -1.923  0.280
86 H 1.979 2.292 -0.324  0.274
87 H 0.665 3.744 -1.613  0.335
88 H -0.453 2.807 -0.510  0.315
89 H -0.301 2.360 -2.168  0.264
90 H 0.718 -1.617 1.789  0.243
91 H -0.686 -0.627 1.317  0.283
92 H 0.310 -0.215 2.809  0.285
93 O -4.938 -3.233 -2.227  -0.576
94 C -4.910 -4.048 -3.165  0.717
95 O -5.571 -5.192 -3.160  -0.334
96 C -6.689 -5.456 -2.384  -0.168
97 C -7.875 -4.750 -2.948  -1.082
98 C -3.686 -3.993 -4.008  -0.952
99 H -6.420 -5.323 -1.336  0.329
100 H -6.822 -6.528 -2.530  0.242
101 H -7.671 -3.690 -2.792  0.307
102 H -8.769 -4.941 -2.355  0.370
103 H -8.146 -5.005 -3.972  0.287
104 H -3.747 -4.599 -4.911  0.337
105 H -2.881 -4.425 -3.414  0.215
106 H -3.486 -2.982 -4.364  0.308
107 O 10.244 5.718 2.561  -0.613
108 C 9.210 6.505 2.654  0.771
109 O 8.003 6.127 2.941  -0.330
110 C 7.573 4.797 3.301  -0.241
111 C 8.096 4.304 4.615  -1.043
112 C 9.391 8.031 2.643  -0.975
113 H 7.729 4.180 2.416  0.342
114 H 6.490 4.891 3.383  0.248
115 H 9.138 3.986 4.667  0.299
116 H 7.561 3.376 4.819  0.357
117 H 7.933 5.065 5.378  0.305
118 H 9.197 8.508 3.604  0.269
119 H 8.722 8.423 1.877  0.303
120 H 10.392 8.299 2.308  0.307
121 O -5.247 1.608 2.786  -0.580
122 C -6.099 2.224 2.193  0.748
123 O -7.250 1.720 1.799  -0.293
124 C -7.420 0.278 1.948  -0.207
125 C -8.814 -0.193 1.812  -1.090
126 C -5.886 3.629 1.701  -0.896
127 H -6.798 -0.182 2.716  0.392
128 H -6.929 -0.206 1.104  0.234
129 H -8.928 -1.277 1.805  0.356
130 H -9.212 0.137 0.853  0.228
131 H -9.560 0.241 2.478  0.306
132 H -6.414 4.341 2.335  0.261
133 H -6.206 3.727 0.664  0.226
134 H -4.812 3.810 1.760  0.317
135 O -0.757 -10.208 -0.241  -0.589
136 C 0.338 -9.715 -0.515  0.744
137 O 0.672 -8.472 -0.337  -0.326
138 C -0.356 -7.530 0.068  -0.295
139 C -0.772 -7.637 1.554  -1.005
140 C 1.546 -10.531 -0.921  -0.979
141 H -1.176 -7.597 -0.647  0.336
142 H 0.012 -6.509 -0.036  0.304
143 H -1.089 -8.668 1.708  0.314
144 H -1.613 -6.974 1.760  0.341
145 H 0.141 -7.415 2.106  0.277
146 H 1.224 -11.392 -1.507  0.324
147 H 2.080 -10.914 -0.051  0.238
148 H 2.148 -9.935 -1.605  0.315